Molecular formula: C58H48ClO2P4S2Tl
Method: DFT, the ωB97M-V functional and the def2-TZVPD basis

Geometry (Å):
Tl 0.515 0.371 -1.200
S 3.951 0.871 -1.329
P 3.818 0.160 0.517
C 2.468 0.626 1.459
P 1.842 2.267 1.558
S 0.662 2.984 0.097
C 1.152 2.111 3.153
C 0.476 3.139 3.786
C 0.086 3.287 5.116
C 0.299 2.360 6.191
C 0.572 1.037 6.118
C 0.563 0.285 4.819
C 3.274 3.420 1.668
C 3.915 3.911 0.534
C 5.062 4.683 0.655
C 5.569 4.994 1.910
C 4.916 4.536 3.047
C 3.777 3.752 2.925
C 3.804 -1.674 0.510
C 4.338 -2.409 1.567
C 4.181 -3.787 1.618
C 3.495 -4.445 0.605
C 2.988 -3.723 -0.466
C 3.148 -2.345 -0.517
C 5.417 0.471 1.379
C 6.634 0.331 0.714
C 7.827 0.536 1.387
C 7.819 0.888 2.733
C 6.612 1.036 3.398
C 5.415 0.826 2.721
H 0.241 3.990 3.145
H -0.355 4.242 5.385
H 0.221 2.784 7.193
H 0.788 0.488 7.030
H 0.835 -0.766 5.001
H 3.513 3.668 -0.441
H 5.564 5.040 -0.237
H 6.465 5.597 2.002
H 5.296 4.787 4.031
H 3.259 3.394 3.808
H 4.874 -1.902 2.360
H 4.586 -4.345 2.453
H 3.353 -5.518 0.654
H 2.455 -4.230 -1.260
H 2.763 -1.772 -1.352
H 6.627 0.083 -0.341
H 8.769 0.432 0.859
H 8.753 1.058 3.257
H 6.594 1.329 4.441
H 4.467 0.961 3.229
C -3.418 -2.317 0.290
C -2.878 -2.688 1.671
P -1.027 -2.895 1.727
C -1.009 -3.971 3.230
C -0.725 -3.520 4.518
C -0.727 -4.397 5.593
C -1.012 -5.743 5.404
C -1.288 -6.208 4.125
C -1.275 -5.330 3.052
C -0.357 -1.333 2.416
C -1.207 -0.406 3.174
C -0.815 0.315 4.221
C 1.607 0.832 3.794
C 1.986 -0.180 2.682
C 0.968 -1.209 2.240
P -2.714 -0.744 -0.405
C -3.706 -0.726 -1.948
C -4.772 0.134 -2.197
C -5.453 0.088 -3.406
C -5.081 -0.823 -4.383
C -4.009 -1.674 -4.153
C -3.321 -1.617 -2.950
C -3.507 0.525 0.652
C -4.768 0.393 1.236
C -5.238 1.350 2.124
C -4.449 2.449 2.444
C -3.198 2.594 1.865
C -2.731 1.639 0.971
H -3.132 -3.087 -0.433
H -4.512 -2.287 0.299
H -3.276 -3.664 1.958
H -3.223 -1.983 2.431
H -0.501 -2.472 4.678
H -0.503 -4.025 6.586
H -1.010 -6.426 6.245
H -1.498 -7.259 3.962
H -1.467 -5.701 2.049
H -2.231 -0.289 2.838
H -1.514 1.015 4.665
H 2.524 0.988 4.381
H 2.813 -0.782 3.081
H 1.434 -1.982 1.628
H -5.057 0.866 -1.451
H -6.260 0.787 -3.594
H -5.604 -0.846 -5.332
H -3.687 -2.366 -4.923
H -2.451 -2.246 -2.799
H -5.387 -0.466 1.005
H -6.215 1.230 2.578
H -4.807 3.184 3.155
H -2.559 3.430 2.122
H -1.745 1.764 0.539
Cl -5.309 3.464 -6.198
C -4.156 2.939 -4.976
C -4.229 3.481 -3.681
C -3.362 3.064 -2.713
C -2.355 2.057 -2.952
O -1.624 1.656 -2.013
C -2.299 1.551 -4.302
C -1.356 0.539 -4.738
O -0.471 -0.009 -4.109
C -3.208 2.002 -5.272
H -4.981 4.231 -3.461
H -3.409 3.468 -1.709
H -1.492 0.268 -5.813
H -3.156 1.580 -6.271

Values from the calculation:
Spin multiplicity: 1
Total energy: -141065.04124 eV
Energy relative to the best compared isomer or geometry (same formula, charge and spin): 12.2 kcal per mole
Net charge: -2